1.
C34H44BBrN13O2PPt | ωB97M-V/def2-TZVPD

- spin multiplicity = 2
- energy above the lowest of the compared OMol25 structures with the same formula, charge and spin (eV) = 1.024
- total charge = +3
- LUMO (spin up / spin down) (eV) = -11.6 / -11.6
- HOMO level (spin up / spin down) (eV) = -14.89 / -14.89
- orbital gap (spin up / spin down) (eV) = 3.3173 / 3.3204

Last column: Mulliken spin population.
CARTESIAN COORDINATES (ANGSTROEM)
Pt1 -2.1347 -1.2413 1.5302  0.67
C1 1.3246 -2.2743 2.1450  0.01
C2 0.8608 -0.9915 2.7503  0.00
C3 1.5928 -0.0727 3.4991  0.01
C4 0.7089 0.9394 3.8195  -0.01
N1 -0.4928 0.6350 3.3041  -0.03
N2 -0.3991 -0.5546 2.6601  0.26
B1 -1.8635 1.3586 3.2698  -0.03
N3 -2.9279 0.3350 3.8308  -0.05
C5 -3.6607 0.3672 4.9504  0.00
C6 -4.5197 -0.7178 4.9539  0.00
C7 -4.2592 -1.4047 3.7708  -0.01
C8 -4.9103 -2.6338 3.2305  0.02
N4 -3.2859 -0.7554 3.1148  0.07
N5 -2.2495 1.6028 1.7731  0.00
C9 -2.4436 2.7653 1.1392  0.01
C10 -2.8412 2.5050 -0.1576  0.00
C11 -2.8734 1.1187 -0.2768  -0.01
C12 -3.2994 0.2892 -1.4379  0.02
N6 -2.5060 0.5998 0.9025  -0.03
N7 -1.9370 2.6317 4.0325  0.00
C13 -3.0529 3.3921 4.2537  0.00
C14 -2.6504 4.5830 4.7777  0.00
C15 -1.2348 4.4967 4.8399  0.00
C16 -0.2750 5.5253 5.3332  0.00
N8 -0.8178 3.3335 4.3821  0.00
H1 2.3329 -2.1555 1.7517  0.00
H2 0.6798 -2.5894 1.3266  0.00
H3 1.3813 -3.0728 2.8930  0.00
H4 2.6362 -0.1282 3.7575  0.00
H5 0.8322 1.8619 4.3603  0.00
H6 -3.5384 1.1666 5.6623  0.00
H7 -5.2617 -0.9581 5.6958  0.00
H8 -5.9714 -2.6292 3.4729  0.00
H9 -4.4933 -3.5447 3.6694  0.00
H10 -4.8190 -2.6833 2.1444  0.00
H11 -2.2982 3.6990 1.6575  0.00
H12 -3.0925 3.2222 -0.9191  0.00
H13 -3.2215 0.8693 -2.3544  0.00
H14 -4.3437 -0.0093 -1.3267  0.01
H15 -2.6944 -0.6097 -1.5444  0.00
H16 -4.0414 3.0330 4.0123  0.00
H17 -3.2729 5.4063 5.0839  0.00
H18 -0.5587 5.8739 6.3256  0.00
H19 -0.2649 6.3922 4.6720  0.00
H20 0.7307 5.1142 5.3807  0.00
Br1 0.7205 -4.9825 -4.1819  0.00
C17 0.8382 -3.2139 -3.5596  0.00
C18 1.5257 -2.2561 -4.2934  0.00
N9 1.6448 -0.9909 -3.8941  0.00
C19 1.0732 -0.6405 -2.7472  0.00
C20 0.3588 -1.5291 -1.9492  0.00
C21 0.2450 -2.8450 -2.3675  0.00
C22 -0.2264 -1.0075 -0.6744  0.01
O1 -1.1071 -1.8308 -0.1043  0.07
O2 0.0903 0.0721 -0.2385  0.00
H21 1.9950 -2.5271 -5.2322  0.00
H22 1.1749 0.3885 -2.4241  0.00
H23 -0.2863 -3.5751 -1.7752  0.00
C23 5.6095 1.4113 -7.2201  0.00
N10 5.7864 2.6665 -6.3490  0.00
C24 4.4658 3.4510 -6.3879  0.00
N11 3.3829 2.6372 -5.9662  0.00
C25 3.2781 1.4457 -6.8081  0.00
N12 4.5006 0.6462 -6.7791  0.00
C26 4.7219 0.0239 -5.4694  0.00
P1 4.9060 1.2423 -4.0759  0.00
C27 6.1714 2.3091 -4.9399  0.00
C28 3.4471 2.3017 -4.5394  0.00
H24 6.5399 0.8482 -7.1591  0.00
H25 5.4568 1.7728 -8.2372  0.00
H26 6.5213 3.2454 -6.7584  0.00
H27 4.3354 3.7674 -7.4230  0.00
H28 4.5927 4.3210 -5.7448  0.00
H29 3.0833 1.7573 -7.8353  0.00
H30 2.4477 0.8375 -6.4547  0.00
H31 5.6127 -0.6061 -5.5164  0.00
H32 3.8731 -0.6191 -5.2390  0.00
H33 7.1298 1.7902 -4.9798  0.00
H34 6.3160 3.2398 -4.3900  0.00
H35 3.4739 3.2243 -3.9554  0.00
H36 2.5325 1.7725 -4.2676  0.00
C29 -2.6923 -4.3514 0.1720  0.01
C30 -2.0736 -4.3323 1.4722  0.00
C31 -1.6286 -5.5554 2.2092  0.00
C32 -1.2462 -5.1402 3.4074  0.00
C33 -1.4367 -3.6478 3.4173  0.00
C34 -1.2670 -2.8450 4.6010  0.00
N13 -1.8636 -3.2236 2.2128  0.03
H37 -3.3338 -5.2312 0.0656  0.00
H38 -1.8620 -4.5228 -0.5394  0.00
H39 -3.1759 -3.4192 -0.1051  0.01
H40 -1.6694 -6.5546 1.8024  0.00
H41 -0.8873 -5.7052 4.2548  0.00
H42 -0.2860 -3.0760 5.0429  0.00
H43 -1.9711 -3.2531 5.3499  0.00
H44 -1.4118 -1.7813 4.4623  0.01

=====

2.
C5H13NO | ωB97M-V/def2-TZVPD

- spin multiplicity = 1
- energy above the lowest of the compared OMol25 structures with the same formula, charge and spin (eV) = 1.706
- LUMO (eV) = 0.8
- HOMO level (eV) = -7.83
- orbital gap (eV) = 8.6727

Last column: natural (NBO) charge in e.
CARTESIAN COORDINATES (ANGSTROEM)
C1 1.4768 2.3699 1.2192  -0.61
C2 0.9220 1.0478 0.7118  -0.38
C3 1.2412 0.8530 -0.7928  -0.42
C4 0.9343 -0.5232 -1.3083  -0.30
C5 1.5575 -1.5962 -0.8203  0.01
N1 0.9989 -2.8629 -0.8719  -0.83
H1 1.1965 2.4791 2.2695  0.21
H2 2.5638 2.3956 1.1048  0.20
H3 1.1341 3.2181 0.6175  0.20
H4 -0.1003 0.7470 0.9254  0.20
H5 1.4998 0.3210 1.2612  0.19
H6 2.3260 1.0296 -0.8046  0.20
H7 0.7213 1.5855 -1.4132  0.21
H8 0.1142 -0.8026 -1.9606  0.20
H9 2.5483 -1.5383 -0.3787  0.17
H10 0.0165 -2.9183 -0.6644  0.38
H11 1.4842 -3.6645 -0.5147  0.38
H12 -7.3441 -0.2422 0.1325  0.46
H13 -6.1836 -0.9817 0.5017  0.46
O1 -7.1074 -0.9170 0.7861  -0.92

=====

3.
C5H11NO3S | ωB97M-V/def2-TZVPD

- spin multiplicity = 1
- energy above the lowest of the compared OMol25 structures with the same formula, charge and spin (eV) = 0.367
- LUMO (eV) = 0.6
- HOMO level (eV) = -9.81
- orbital gap (eV) = 10.4558

Last column: natural (NBO) charge in e.
CARTESIAN COORDINATES (ANGSTROEM)
N1 -0.0335 -0.8198 1.8909  -0.83
C1 -1.2095 -0.9826 1.0447  -0.22
C2 -0.9673 -0.4265 -0.3594  -0.50
C3 0.3750 -0.8479 -0.9879  -0.41
C4 1.6187 0.0059 -0.6687  -0.43
C5 1.2963 1.4812 -0.4337  -0.09
O1 0.0967 1.8365 -1.1573  -0.71
S1 -1.2356 1.3588 -0.4333  2.38
O2 -2.2833 1.6281 -1.3659  -0.92
O3 -1.2730 1.9129 0.8852  -0.93
H1 0.7223 -1.4119 1.5680  0.35
H2 -0.2295 -1.1019 2.8421  0.37
H3 -1.5209 -2.0299 0.9259  0.17
H4 -2.0411 -0.4461 1.5031  0.22
H5 -1.7691 -0.7741 -1.0130  0.26
H6 0.5636 -1.8815 -0.6832  0.22
H7 0.2372 -0.8776 -2.0689  0.23
H8 2.3153 -0.0913 -1.5025  0.21
H9 2.1334 -0.3748 0.2149  0.21
H10 2.0663 2.1420 -0.8240  0.21
H11 1.1379 1.7004 0.6227  0.22

=====

4.
C11H19NOPPb | ωB97M-V/def2-TZVPD

- spin multiplicity = 1
- energy above the lowest of the compared OMol25 structures with the same formula, charge and spin (eV) = 0.000
- total charge = -1
- LUMO (spin up / spin down) (eV) = 2.5 / 2.5
- HOMO level (spin up / spin down) (eV) = -1.65 / -1.65
- orbital gap (spin up / spin down) (eV) = 4.1455 / 4.1465

Last column: natural (NBO) charge in e.
CARTESIAN COORDINATES (ANGSTROEM)
C1 0.4432 -0.3015 -2.6919  -0.37
C2 -0.6059 -1.2165 -3.0112  -0.36
C3 -0.4084 -2.3976 -2.2292  -0.37
C4 0.8403 -2.2740 -1.5442  -0.38
C5 1.3473 -0.9618 -1.7873  -0.37
Pb1 -1.8874 0.7868 1.3315  -0.09
P1 -0.8760 3.1416 0.6840  0.03
H1 0.5519 0.7116 -3.0781  0.17
H2 -1.4341 -1.0274 -3.6921  0.17
H3 -1.0456 -3.2793 -2.2371  0.17
H4 2.2682 -0.5411 -1.3851  0.17
H5 1.3091 -3.0326 -0.9214  0.17
H6 -1.4305 4.3052 1.3429  -0.03
H7 -1.1105 3.4396 -0.7102  0.00
H8 0.5518 3.3132 0.8115  0.04
O1 0.1169 0.1784 2.2118  -0.70
C6 0.2603 -0.2974 3.4006  0.72
C7 0.3153 0.5948 4.5982  -0.51
C8 -0.9754 0.4877 5.4041  -0.42
C9 -0.9943 -0.7373 6.3225  -0.39
C10 -1.0133 -2.0707 5.5865  -0.41
C11 0.2684 -2.3614 4.8054  -0.22
N1 0.3509 -1.6170 3.5396  -0.59
H9 1.1877 0.2899 5.2004  0.21
H10 0.4783 1.6278 4.2583  0.25
H11 -1.0790 1.3846 6.0276  0.21
H12 -1.8552 0.4826 4.7367  0.25
H13 -0.1169 -0.7021 6.9847  0.18
H14 -1.8812 -0.6802 6.9664  0.21
H15 -1.1267 -2.8766 6.3253  0.21
H16 -1.8822 -2.1391 4.9162  0.22
H17 1.1493 -2.1365 5.4247  0.19
H18 0.2942 -3.4270 4.5529  0.22
H19 0.4858 -2.1429 2.6721  0.43

=====

5.
C6H19N6P | ωB97M-V/def2-TZVPD

- spin multiplicity = 1
- energy above the lowest of the compared OMol25 structures with the same formula, charge and spin (eV) = 0.000
- LUMO (eV) = 0.8
- HOMO level (eV) = -8.17
- orbital gap (eV) = 8.9676

Last column: natural (NBO) charge in e.
CARTESIAN COORDINATES (ANGSTROEM)
C1 2.5243 -0.7667 1.3987  -0.41
C2 0.3649 -1.8754 1.0782  -0.41
C3 0.4756 1.3645 -2.5218  -0.41
C4 0.7157 -1.0091 -2.1569  -0.40
C5 -4.1098 0.3386 0.8772  -0.05
C6 -2.2795 1.0868 -0.4638  -0.08
N1 -1.2889 1.1838 1.7079  -0.68
N2 1.4377 1.8898 0.6394  -1.35
N3 -1.1597 0.6083 0.4136  -0.62
N4 1.1617 -0.6835 0.9225  -0.81
N5 0.8791 0.3157 -1.6073  -0.79
N6 -3.7384 0.9089 -0.1750  -0.40
P1 0.7241 0.6459 0.0522  2.22
H1 3.1024 -1.5076 0.8355  0.18
H2 2.9839 0.2123 1.2798  0.25
H3 2.5430 -1.0416 2.4560  0.19
H4 -0.6281 -1.6837 0.6767  0.24
H5 0.8123 -2.7342 0.5642  0.18
H6 0.2793 -2.1287 2.1402  0.19
H7 1.1769 1.4143 -3.3592  0.20
H8 -0.5306 1.1975 -2.9243  0.18
H9 0.4771 2.3219 -2.0019  0.21
H10 -0.3280 -1.2438 -2.3912  0.18
H11 1.3007 -1.0788 -3.0773  0.20
H12 1.0955 -1.7448 -1.4524  0.21
H13 -5.1744 0.2380 1.0494  0.16
H14 -0.7159 0.6308 2.3427  0.35
H15 -3.4428 -0.0545 1.6411  0.17
H16 -2.2021 2.1734 -0.6156  0.17
H17 -2.1391 0.5949 -1.4295  0.19
H18 -0.8997 2.1328 1.7200  0.35
H19 1.7447 2.6006 -0.0031  0.39

=====

6.
C22H24AgBrFN2O2S | ωB97M-V/def2-TZVPD

- spin multiplicity = 2
- energy above the lowest of the compared OMol25 structures with the same formula, charge and spin (eV) = 0.000
- total charge = +2
- LUMO (spin up / spin down) (eV) = -8.6 / -9.5
- HOMO level (spin up / spin down) (eV) = -13.94 / -13.94
- orbital gap (spin up / spin down) (eV) = 5.3804 / 4.4104

Last column: Mulliken spin population.
CARTESIAN COORDINATES (ANGSTROEM)
C1 4.1456 -0.0884 -0.5967  0.00
C2 3.3238 -1.4235 -0.5457  0.00
C3 4.2385 -2.6818 -0.4981  0.00
C4 2.2938 -1.4845 0.6287  0.00
C5 2.8555 -1.0380 1.9929  0.00
C6 1.0251 -0.6675 0.1893  0.01
O1 0.7929 0.4391 1.1263  0.03
C7 -0.1710 1.2822 0.7664  0.34
C8 0.0396 2.2337 -0.2643  -0.02
C9 1.3607 2.2936 -1.0306  -0.01
C10 1.1047 1.6548 -2.4374  0.00
O2 0.2084 0.8938 -2.6102  0.00
F1 1.9319 2.0204 -3.5354  0.00
C11 -0.9564 3.1342 -0.6424  0.16
Br1 -0.6637 4.3707 -2.0654  0.05
C12 -2.2580 3.1811 -0.0247  0.05
N1 -3.2952 3.9519 -0.2972  0.08
S1 -4.4457 3.4395 0.7509  -0.05
N2 -3.6856 2.2618 1.5539  0.11
C13 -2.4608 2.2157 1.0179  0.10
C14 -1.4640 1.2745 1.4186  0.04
C15 -1.8267 0.2928 2.4902  -0.02
C16 -2.0742 -1.1551 1.9641  0.05
C17 -2.8831 -1.2256 0.6660  0.00
C18 -2.4348 -0.8468 -0.5963  0.02
C19 -3.1912 -0.9146 -1.7591  0.02
C20 -4.4799 -1.4333 -1.6713  0.00
C21 -4.9386 -1.8540 -0.4295  0.01
C22 -4.1841 -1.7458 0.7353  0.01
H1 5.2097 -0.3475 -0.5086  0.00
H2 3.9038 0.6099 0.2185  0.00
H3 3.9658 0.4262 -1.5668  0.00
H4 2.7659 -1.5059 -1.4979  0.00
H5 4.8549 -2.7442 -1.4062  0.00
H6 3.5628 -3.5526 -0.4788  0.00
H7 4.8584 -2.6911 0.4116  0.00
H8 1.9886 -2.5382 0.7372  0.00
H9 3.7709 -1.6107 2.2112  0.00
H10 2.1534 -1.2294 2.8189  0.00
H11 3.1194 0.0291 2.0367  0.00
H12 1.1485 -0.3281 -0.8422  0.01
H13 0.1741 -1.3520 0.3098  0.00
H14 2.1133 1.6902 -0.5018  0.00
H15 1.6897 3.3274 -1.2069  0.00
H16 -0.9485 0.2456 3.1680  0.02
H17 -2.6416 0.6735 3.1199  0.01
H18 -2.6790 -1.6650 2.7316  0.00
H19 -1.1506 -1.7538 1.8966  0.00
H20 -1.4239 -0.4339 -0.6793  -0.03
H21 -2.7513 -0.5631 -2.6946  0.00
H22 -5.0855 -1.5017 -2.5765  0.00
H23 -5.9435 -2.2857 -0.4055  0.00
H24 -4.6269 -2.0841 1.6739  0.00
Ag1 4.0640 2.8042 -3.2652  0.00

=====

7.
C42H47N9ORbS3Si | ωB97M-V/def2-TZVPD

- spin multiplicity = 1
- energy above the lowest of the compared OMol25 structures with the same formula, charge and spin (eV) = 0.973
- total charge = -1
- LUMO (eV) = 1.7
- HOMO level (eV) = -3.63
- orbital gap (eV) = 5.3788

Last column: Mulliken charge in e.
CARTESIAN COORDINATES (ANGSTROEM)
Rb1 -0.1505 -0.2304 -0.1998  0.91
C1 7.6729 -1.4942 0.3889  -1.44
C2 6.2956 -1.2405 0.9473  0.55
C3 6.0466 -0.2537 1.9027  -1.02
C4 4.7699 0.0052 2.3486  -0.47
C5 3.6239 -0.6869 1.8683  0.00
N1 2.3738 -0.3000 2.1831  0.08
C6 2.0101 -0.0053 3.4455  0.31
C7 2.4499 -0.7981 4.5427  -0.47
C8 1.9630 -0.6530 5.8203  -1.15
C9 0.9844 0.2983 6.1144  0.30
C10 0.3909 0.4287 7.4953  -1.48
C11 0.5829 1.1278 5.0828  0.11
C12 1.1053 1.0376 3.7951  -0.08
N2 0.7916 2.0901 2.8866  0.59
C13 0.5434 3.3781 3.2419  -0.10
C14 0.4013 4.1019 2.0799  -1.29
C15 0.6022 3.1592 1.0604  -0.63
N3 0.8357 1.9547 1.5592  -0.07
C16 3.9139 -1.7516 0.9730  -0.53
C17 5.2073 -1.9838 0.5184  0.08
N4 2.9334 -2.7325 0.6331  0.53
C18 3.1123 -4.0590 0.8485  -0.39
C19 1.9611 -4.6950 0.4473  -1.06
C20 1.1187 -3.6570 0.0158  -0.63
N5 1.7208 -2.4791 0.1245  0.73
H1 8.4381 -1.0108 0.9971  0.37
H2 7.7627 -1.1032 -0.6293  0.25
H3 7.8933 -2.5632 0.3467  0.33
H4 6.8755 0.3278 2.2956  0.31
H5 4.5962 0.7847 3.0813  0.50
H6 3.1697 -1.5775 4.3241  0.44
H7 2.3266 -1.3020 6.6110  0.28
H8 0.9083 -0.2277 8.1951  0.36
H9 -0.6682 0.1580 7.5001  0.28
H10 0.4726 1.4536 7.8656  0.32
H11 -0.1725 1.8794 5.2918  0.42
H12 0.5144 3.6996 4.2669  0.47
H13 0.2033 5.1571 1.9946  0.46
H14 0.5981 3.3133 -0.0083  0.52
H15 5.3683 -2.7950 -0.1869  0.31
H16 4.0261 -4.4313 1.2776  0.44
H17 1.7539 -5.7510 0.4784  0.45
H18 0.1046 -3.7250 -0.3543  0.42
N6 -1.7177 2.6760 -4.0280  0.04
C21 -1.5882 1.6197 -4.9006  0.57
C22 -1.4964 1.5375 -6.2824  -1.16
C23 -1.4591 0.2678 -6.8314  -0.55
C24 -1.5288 -0.8772 -6.0274  -0.44
C25 -1.6158 -0.7939 -4.6506  -0.49
C26 -1.6273 0.4751 -4.0808  0.22
N7 -1.7439 0.8429 -2.7630  -0.35
C27 -1.8180 2.1419 -2.7631  0.30
C28 -2.0886 2.9348 -1.5761  -0.23
C29 -2.3595 4.2740 -1.5283  -0.32
S1 -2.7169 4.7504 0.0780  -0.20
C30 -2.4641 3.1065 0.5855  -0.27
N8 -2.1539 2.3026 -0.3633  0.04
H19 -1.6484 3.6495 -4.2557  0.22
H20 -1.4865 2.4226 -6.9069  0.39
H21 -1.3997 0.1577 -7.9067  0.38
H22 -1.5223 -1.8491 -6.5065  0.42
H23 -1.6965 -1.6749 -4.0249  0.54
H24 -2.3996 4.9963 -2.3281  0.35
H25 -2.5543 2.8183 1.6235  0.49
C31 -4.8824 -5.2138 0.4690  -1.02
Si1 -5.4065 -3.4894 1.0457  0.26
C32 -6.7427 -3.8360 2.3594  -1.15
C33 -6.2845 -2.4881 -0.2997  -1.03
C34 -4.0958 -2.4489 1.9010  0.62
C35 -4.2170 -2.0232 3.2118  -0.01
C36 -3.2492 -1.2022 3.7875  -0.96
C37 -2.1852 -0.8207 2.9938  -0.39
N9 -2.0271 -1.1954 1.7259  0.28
C38 -2.9467 -2.0131 1.1659  -0.81
S2 -2.7170 -2.5291 -0.4542  -0.58
H26 -5.7606 -5.8125 0.2059  0.30
H27 -4.3473 -5.7355 1.2670  0.33
H28 -4.2229 -5.1547 -0.3926  0.27
H29 -7.5521 -4.4259 1.9212  0.28
H30 -7.1784 -2.9121 2.7491  0.28
H31 -6.3381 -4.4014 3.2032  0.29
H32 -7.0717 -3.0719 -0.7861  0.31
H33 -5.5744 -2.1631 -1.0586  0.27
H34 -6.7470 -1.5992 0.1383  0.30
H35 -5.0719 -2.3392 3.8028  0.29
H36 -3.3228 -0.8728 4.8159  0.42
H37 -1.4021 -0.1817 3.3970  0.34
C39 1.4962 -3.3173 -3.7349  -0.96
C40 1.7620 -1.9030 -4.2328  -0.57
S3 1.5885 -0.6767 -2.8804  0.82
O1 1.5552 0.6582 -3.5375  -0.78
C41 3.2871 -0.8591 -2.2049  0.39
C42 4.3236 -0.1545 -3.0573  -1.46
H38 1.7262 -4.0422 -4.5173  0.42
H39 0.4485 -3.4366 -3.4554  0.20
H40 2.1002 -3.5614 -2.8589  0.16
H41 1.0187 -1.5884 -4.9616  0.30
H42 2.7525 -1.7870 -4.6728  0.37
H43 3.4629 -1.9303 -2.0965  0.15
H44 3.2385 -0.4175 -1.2089  -0.29
H45 4.5238 -0.6848 -3.9889  0.29
H46 5.2572 -0.0709 -2.5002  0.45
H47 3.9684 0.8472 -3.2998  0.31

=====

8.
C5H7O3 | ωB97M-V/def2-TZVPD

- spin multiplicity = 1
- energy above the lowest of the compared OMol25 structures with the same formula, charge and spin (eV) = 0.000
- total charge = +1
- LUMO (eV) = -7.2
- HOMO level (eV) = -16.61
- orbital gap (eV) = 9.3677

Last column: natural (NBO) charge in e.
CARTESIAN COORDINATES (ANGSTROEM)
C1 -1.0341 1.5813 -0.4562  0.43
C2 0.1674 1.4286 -1.4207  0.67
C3 0.0601 -0.2771 0.0227  0.52
C4 -0.5634 -1.7623 -0.1330  -0.63
C5 1.0279 -0.1374 1.1734  -0.68
O1 0.6163 2.2179 -2.1484  -0.39
O2 0.6725 0.2102 -1.1265  -0.43
O3 -0.9870 0.6749 0.3898  -0.27
H1 -1.6332 2.4004 -0.3047  0.24
H2 -1.3220 -1.7223 -1.0625  0.25
H3 -1.2654 -1.7636 0.6781  0.24
H4 0.2286 -2.5413 -0.0309  0.28
H5 1.6566 0.7543 1.0974  0.25
H6 1.7269 -0.8876 1.1548  0.26
H7 0.6488 -0.1760 2.1668  0.26